{"formula": "C48H39N9O5S2Sn", "method": "the ωB97M-V functional and the def2-TZVPD basis", "species": ["Sn", "O", "C", "C", "C", "C", "C", "C", "C", "O", "N", "N", "C", "C", "C", "C", "C", "C", "N", "H", "H", "H", "H", "H", "H", "H", "H", "H", "H", "C", "O", "C", "C", "C", "C", "C", "C", "N", "N", "C", "C", "C", "C", "O", "C", "N", "C", "C", "C", "C", "H", "H", "H", "H", "H", "H", "H", "H", "H", "H", "H", "H", "S", "C", "C", "C", "C", "C", "C", "S", "H", "H", "H", "H", "C", "C", "C", "C", "C", "N", "C", "O", "N", "C", "C", "C", "C", "N", "C", "C", "C", "H", "H", "H", "H", "H", "H", "H", "H", "H", "H", "H", "H", "H"], "coordinates": [[0.96837, 0.20495, 0.94405], [-3.49697, 1.19370, -1.12960], [-3.46150, 2.46922, -0.73126], [-4.03538, 3.45505, -1.53815], [-4.08272, 4.76823, -1.11160], [-3.53317, 5.13774, 0.11271], [-2.92205, 4.17488, 0.89795], [-2.88335, 2.84217, 0.49859], [-2.19202, 1.80611, 1.31062], [-2.25057, 0.60083, 0.95255], [-1.61077, 2.23974, 2.43592], [-0.70605, 1.40954, 2.95169], [-0.38904, 1.45930, 4.19123], [0.63443, 0.53766, 4.66559], [0.99480, 0.47809, 6.01884], [1.90203, -0.47626, 6.43658], [2.46833, -1.33123, 5.50017], [2.08953, -1.17772, 4.17405], [1.19190, -0.29513, 3.76978], [-2.98832, 0.69170, -0.40555], [-4.44933, 3.16522, -2.49633], [-4.54982, 5.51740, -1.74123], [-3.58198, 6.16762, 0.44523], [-2.46632, 4.42397, 1.84615], [-0.87753, 2.13212, 4.90404], [0.55198, 1.17312, 6.72244], [2.17023, -0.55542, 7.48391], [3.18403, -2.08939, 5.78771], [2.52259, -1.79316, 3.38929], [7.10404, 1.03288, -4.57305], [6.54081, 1.56772, -5.75104], [5.22056, 1.27476, -5.98723], [4.64880, 1.86097, -7.10942], [3.32747, 1.61505, -7.43646], [2.52777, 0.79759, -6.63472], [3.12257, 0.20736, -5.51221], [4.44889, 0.43419, -5.19413], [1.24731, 0.41674, -7.08854], [0.27467, 0.22167, -6.31033], [0.28636, 0.68531, -5.00893], [0.87468, 1.89234, -4.61559], [0.94445, 2.28327, -3.30205], [0.57235, 1.42196, -2.23013], [0.78591, 1.75498, -1.03140], [-0.08927, 0.17198, -2.63088], [-0.47716, -0.66188, -1.65467], [-1.17458, -1.73077, -1.95382], [-1.51008, -2.07505, -3.26969], [-1.05013, -1.28991, -4.29361], [-0.31837, -0.12348, -3.99902], [8.12263, 1.41290, -4.52337], [7.13215, -0.06127, -4.59920], [6.55674, 1.35017, -3.68131], [5.26204, 2.51085, -7.72190], [2.88947, 2.07044, -8.31639], [2.54093, -0.45304, -4.88281], [4.85879, -0.04452, -4.31532], [1.23438, 2.55846, -5.39207], [1.34816, 3.25343, -3.04223], [-1.49738, -2.34374, -1.11897], [-2.11085, -2.95489, -3.46600], [-1.23850, -1.53211, -5.33150], [2.85339, -1.43301, 0.02207], [4.35710, -0.89286, 0.74901], [5.48890, -1.69804, 0.56812], [6.72744, -1.35481, 1.08302], [6.86094, -0.17155, 1.80021], [5.75286, 0.63517, 1.99363], [4.48796, 0.30452, 1.48695], [3.17184, 1.42007, 1.79929], [5.36587, -2.61392, 0.00185], [7.58323, -2.00281, 0.92543], [7.82579, 0.12303, 2.19947], [5.84427, 1.55985, 2.55094], [-6.94191, 0.52158, 0.43112], [-5.99377, -0.05765, 1.44534], [-5.55558, 0.67929, 2.53774], [-4.72258, 0.12142, 3.49071], [-4.29513, -1.19561, 3.37658], [-3.56782, -1.73204, 4.46543], [-3.28228, -3.03423, 4.76637], [-3.41524, -3.46503, 5.90377], [-2.88499, -3.88151, 3.74654], [-1.87259, -3.68473, 2.77249], [-1.61151, -4.74774, 1.91287], [-0.54849, -4.66684, 1.03358], [0.23512, -3.52430, 1.04201], [-0.01773, -2.49740, 1.84382], [-1.05337, -2.55377, 2.67593], [-4.69477, -1.93302, 2.26599], [-5.52995, -1.36139, 1.32089], [-7.07546, 1.59154, 0.58972], [-7.91946, 0.03604, 0.50001], [-6.55374, 0.36632, -0.57584], [-5.85540, 1.71492, 2.64371], [-4.39494, 0.72110, 4.33266], [-3.60203, -1.15814, 5.29239], [-2.94837, -4.84123, 4.04475], [-2.22496, -5.64132, 1.96499], [-0.32135, -5.48755, 0.36594], [1.11069, -3.42336, 0.40967], [-1.19148, -1.68671, 3.31035], [-4.37336, -2.95545, 2.14184], [-5.82411, -1.95326, 0.46127]], "forces_ev_per_a": [[0.2, 0.1, -0.3], [0.1, 0.0, -0.1], [-0.1, 0.1, 0.2], [-0.1, 0.0, -0.1], [0.0, 0.0, 0.0], [0.0, 0.1, 0.0], [-0.1, 0.0, -0.1], [0.0, 0.0, -0.1], [0.1, -0.5, 0.7], [0.0, 0.0, -0.2], [0.0, 0.7, 0.3], [-0.4, -0.4, -0.2], [-0.2, 0.2, -0.1], [0.3, -0.4, 0.1], [-0.1, 0.1, -0.1], [0.1, 0.0, 0.0], [0.0, 0.1, 0.1], [0.1, -0.1, 0.0], [-0.2, 0.1, 0.2], [0.0, 0.0, 0.0], [0.0, 0.0, 0.0], [0.0, 0.0, 0.0], [0.0, 0.0, 0.0], [0.0, 0.0, 0.0], [0.0, 0.0, -0.1], [0.0, 0.0, 0.0], [0.0, 0.0, 0.0], [0.0, 0.0, 0.0], [0.0, 0.0, 0.0], [0.1, 0.0, 0.1], [-0.1, 0.0, 0.0], [0.0, 0.1, -0.1], [0.1, 0.1, 0.0], [-0.3, -0.1, 0.1], [0.7, 0.1, 0.4], [0.0, -0.1, -0.2], [0.1, -0.1, 0.1], [-0.6, -0.2, -0.4], [0.1, 0.1, -0.3], [0.1, 0.3, 0.4], [-0.3, -0.1, -0.1], [0.1, 0.0, -0.1], [0.3, 0.4, 0.3], [-0.2, -0.5, -0.3], [0.0, 0.0, -0.2], [-0.2, 0.0, 0.3], [0.1, 0.1, 0.1], [0.0, 0.0, -0.2], [-0.1, -0.1, 0.1], [0.3, 0.0, 0.0], [0.0, 0.0, 0.0], [0.0, 0.0, 0.0], [0.0, 0.0, 0.0], [0.0, 0.0, 0.0], [0.0, 0.0, 0.0], [0.0, 0.0, 0.0], [0.0, 0.0, 0.0], [0.1, 0.0, 0.1], [0.0, 0.0, 0.1], [0.0, -0.1, 0.0], [0.0, 0.0, 0.0], [0.0, 0.0, 0.0], [-0.1, 0.1, 0.0], [0.1, 0.0, 0.0], [0.0, 0.0, 0.0], [0.1, 0.0, 0.0], [0.0, 0.0, 0.0], [0.0, 0.0, 0.0], [0.0, 0.0, 0.0], [-0.1, 0.0, -0.1], [0.0, 0.0, 0.0], [0.0, 0.0, 0.0], [0.0, 0.0, 0.0], [0.0, 0.0, 0.0], [0.1, -0.1, 0.0], [0.0, 0.0, 0.0], [0.0, 0.0, 0.0], [0.1, 0.1, 0.0], [-0.2, -0.1, -0.1], [0.3, 0.3, -0.2], [-0.2, -0.3, 0.3], [0.1, 0.0, 0.0], [0.0, 0.1, -0.2], [0.2, 0.1, -0.1], [0.0, 0.1, 0.1], [-0.1, -0.1, 0.0], [0.1, 0.0, -0.1], [-0.2, -0.1, 0.0], [0.0, -0.2, 0.1], [0.1, -0.1, 0.0], [0.0, 0.1, 0.0], [0.0, 0.0, 0.0], [0.0, 0.0, 0.0], [0.0, 0.1, 0.0], [0.0, 0.0, 0.0], [0.0, 0.0, 0.0], [-0.1, -0.1, 0.1], [0.0, 0.0, 0.2], [0.0, 0.0, 0.0], [0.0, 0.0, 0.0], [0.0, 0.0, 0.0], [-0.1, 0.1, 0.0], [0.0, 0.0, 0.0], [0.0, 0.0, 0.0]], "gap_ev": 5.64, "largest_force_ev_per_a": 0.85, "total_charge": -2, "de_lowest_kcal_mol": 17.2, "homo_energy_ha": -0.0637, "multiplicity": 1, "e_tot_ev": -101561.98973}

{"formula": "C4H9N3S", "method": "the ωB97M-V functional and the def2-TZVPD basis", "species": ["C", "C", "C", "C", "H", "H", "H", "H", "H", "H", "H", "H", "H", "N", "N", "N", "S"], "coordinates": [[-1.13766, -1.12518, 2.34089], [-0.59049, 0.02872, 0.24152], [1.46469, 0.16806, -0.81513], [2.71351, 0.75562, -0.53149], [-1.92358, -1.23775, 3.31223], [0.02598, -0.59765, 2.76112], [-0.88176, -2.33993, 2.05422], [-2.77686, 1.11530, 1.21037], [-3.47354, -0.27972, 0.54504], [-1.07656, 0.64122, -0.61187], [3.67580, 0.08823, -0.13624], [2.36605, 1.52749, 0.38547], [3.03137, 1.24127, -1.37850], [-1.47460, -0.44522, 1.18223], [-2.76725, 0.07195, 1.33968], [0.65413, -0.31225, 0.27461], [0.71543, 0.35480, -2.19576]], "forces_ev_per_a": [[4.4, -4.0, 4.1], [-0.6, -0.5, 0.0], [-3.8, -1.4, 2.0], [3.0, 0.2, 5.6], [2.0, 1.0, -3.3], [-3.5, -1.9, -1.0], [-0.4, 3.4, 0.9], [0.2, -1.3, 0.3], [2.2, 0.7, 2.1], [0.8, -0.8, 1.5], [-2.9, 1.4, -0.7], [1.6, -1.7, -2.3], [0.9, 1.4, -1.6], [-1.3, 1.3, -0.8], [-2.9, 1.3, -3.2], [0.5, 0.6, -0.2], [-0.3, 0.0, -3.3]], "gap_ev": 8.30, "largest_force_ev_per_a": 7.20, "de_lowest_kcal_mol": 112.0, "homo_energy_ha": -0.3052, "multiplicity": 1, "e_tot_ev": -19594.77748}

{"formula": "C4H7N", "method": "the ωB97M-V functional and the def2-TZVPD basis", "species": ["C", "C", "C", "C", "N", "H", "H", "H", "H", "H", "H", "H"], "coordinates": [[-2.46164, -0.57993, -0.12886], [-1.47140, 0.09759, 0.05133], [-0.27497, 0.86729, 0.24197], [0.97425, 0.30860, -0.41420], [1.17049, -1.04558, 0.11760], [-3.24683, -1.27469, -0.36425], [-0.10677, 0.97797, 1.36513], [-0.36689, 1.92599, -0.10689], [0.68761, 0.17598, -1.49596], [1.83699, 1.03935, -0.30072], [2.08618, -1.38966, -0.18769], [1.17300, -1.10292, 1.22253]], "forces_ev_per_a": [[1.1, 0.4, 0.0], [-1.9, -1.2, -0.6], [0.9, 2.1, 1.6], [-0.4, -0.5, -0.4], [1.1, -0.3, 2.3], [0.2, 0.4, 0.2], [-0.1, -0.2, -1.2], [-0.4, -0.8, 0.2], [0.7, 0.3, 0.8], [-0.9, -0.9, -0.1], [-0.5, 0.0, 0.3], [0.1, 0.5, -3.0]], "gap_ev": 10.39, "largest_force_ev_per_a": 3.06, "de_lowest_kcal_mol": 51.5, "homo_energy_ha": -0.3436, "multiplicity": 1, "e_tot_ev": -5749.18575}